(1)
ORCA calculation (wB97M-V/def2-TZVPD) on a structure of composition C2H6BrNO2S.

## Properties
Charge: 0

Geometry as XYZ:
```
13
Properties=species:S:1:pos:R:3:forces:R:3
C -0.640850 -0.497870 -0.858740 2.5 -0.6 4.2
C -0.851298 0.877573 -0.300677 1.3 0.3 1.5
N 4.027905 -1.157277 -0.927020 0.2 0.8 0.5
O 0.923587 2.449270 1.285007 -0.4 -0.7 0.7
O 1.278476 2.759963 -1.098378 -0.9 -2.0 0.8
S 0.912744 1.810183 -0.012326 -0.3 2.4 -2.0
Br 2.875351 -0.287482 0.205625 0.8 -0.8 -0.3
H -0.309605 -1.248969 0.008028 -1.0 1.5 -1.8
H -1.524022 -0.780395 -1.267834 -2.4 -1.3 -1.5
H 0.179233 -0.513165 -1.495351 1.2 -0.2 -1.8
H -1.074363 0.764156 0.769148 -0.5 0.7 -0.4
H -1.506218 1.512482 -0.892880 0.2 0.3 0.2
H 3.520861 -1.972831 -1.246804 -0.5 -0.4 0.0
```
Forces are in eV/Å.

=====

(2)
ORCA calculation (wB97M-V/def2-TZVPD) on the ion C5H7N2 with charge +1.

## Properties
Charge: +1
Structure (SMILES): C=C/C(=C/C)[N+]#N

Geometry as XYZ:
```
14
Properties=species:S:1:pos:R:3:forces:R:3
C 2.487006 0.831462 0.087048 2.7 -0.4 -0.2
C 1.207054 1.036256 -0.174316 0.6 -1.8 1.0
C 0.092225 0.071188 -0.074038 -1.1 1.1 0.8
C -1.248865 0.286442 0.155566 2.9 1.0 -0.6
C -2.245641 -0.761826 -0.061008 -0.6 2.4 4.3
N 0.485577 -1.240452 -0.041546 1.1 -1.4 -0.5
N 0.997188 -2.214928 -0.008597 -0.5 0.5 0.1
H 3.265784 1.692086 -0.011122 -1.7 -1.7 0.2
H 2.965407 -0.187673 0.313453 -0.9 1.6 -0.2
H 0.924203 1.993228 -0.402526 -1.0 2.2 -0.6
H -1.429316 1.374334 0.358421 -0.5 -1.2 -0.4
H -2.701618 -0.446540 -0.918684 -1.8 0.2 -2.4
H -1.874636 -1.709012 -0.047023 1.2 -2.6 -0.6
H -2.924366 -0.724566 0.824371 -0.1 0.1 -0.9
```
Forces are in eV/Å.

=====

(3)
ORCA calculation (wB97M-V/def2-TZVPD) on a cluster of 4 separate species, C6H17N2O3 in total.

## Properties
Charge: +1

Geometry as XYZ:
```
28
Properties=species:S:1:pos:R:3:forces:R:3
C -1.600360 -1.015440 -1.208253 0.0 0.0 0.0
C -0.075638 -0.878058 -1.290448 0.3 -0.7 -3.5
C 0.564902 -1.290430 -0.049443 1.3 1.0 1.1
C 1.516975 -0.534440 0.567790 1.1 -1.0 1.0
N 1.873888 -1.086556 1.803838 -1.7 -1.0 -0.4
C 1.033364 -2.227869 1.970871 1.3 -0.1 -0.1
C 0.283310 -2.362301 0.834418 -0.5 -0.6 0.3
N -2.051215 -0.333110 0.122613 0.8 -3.1 0.4
H -1.903789 -2.118410 -1.184824 0.2 1.7 0.2
H -2.093319 -0.510615 -2.059374 0.1 -0.3 0.6
H 0.267118 -1.541805 -2.132511 -0.7 -0.2 0.7
H 0.308530 0.048254 -1.835728 -0.8 -0.4 1.7
H 2.185050 0.174902 0.122954 -0.2 0.8 0.0
H 2.187425 -0.507173 2.592061 0.1 -0.6 -0.7
H 1.234310 -3.091657 2.653298 -0.3 1.6 -0.1
H -0.324723 -3.240145 0.641904 0.0 0.2 0.0
H -2.977796 0.031275 0.102826 -1.1 -0.2 0.0
H -1.881525 -1.083734 0.887666 -0.6 1.6 -1.3
H -1.469526 0.439934 0.414868 1.2 0.6 -0.1
H 1.889343 3.073819 -2.171117 -1.4 -0.6 0.0
H 0.656363 3.216322 -3.082980 0.3 -0.7 1.0
O 0.959909 2.727065 -2.273331 1.0 1.3 -1.0
H -0.767917 2.055373 1.366995 -0.2 0.5 0.3
H 0.455012 1.721204 0.614569 0.5 0.0 -0.3
O -0.089339 1.377645 1.320461 -0.7 0.1 0.4
H -0.607105 2.703095 -1.151608 1.3 0.3 -1.4
H -2.064388 3.277205 -1.089254 -0.5 0.8 -0.9
O -1.399914 2.773041 -0.659743 -1.0 -1.1 2.1
```
Forces are in eV/Å.

=====

(4)
ORCA calculation (wB97M-V/def2-TZVPD) on a structure of composition C22H19F10N4O6ReS.

## Properties
Expectation value of S²: 0.755
Charge: +1
Multiplicity: 2

Geometry as XYZ:
```
63
Properties=species:S:1:pos:R:3:forces:R:3
Re -0.545681 0.395501 1.129898 0.1 -0.3 -0.1
C 0.793519 -3.523799 -3.382879 0.1 0.0 0.0
C 0.650679 -4.105536 -1.986741 0.1 0.0 0.0
N -0.350582 -3.389374 -1.168273 0.1 0.1 0.1
C -1.668951 -4.019001 -1.031517 -0.1 -0.1 0.1
C -2.637112 -3.598392 -2.122936 0.0 0.0 0.0
C -0.038477 -2.220735 -0.634933 0.1 -0.1 -0.1
S -1.369346 -1.434763 0.286889 -0.1 -0.3 -0.2
N 1.193792 -1.779082 -0.835624 0.0 0.1 0.1
C 1.774059 -0.664676 -0.423164 0.1 -0.2 -0.2
O 1.262360 0.269615 0.294812 -0.1 0.1 0.0
C 3.171322 -0.454606 -0.839577 0.0 0.0 0.0
C 3.871024 0.667851 -0.392772 0.0 0.0 0.0
C 5.183427 0.861013 -0.781669 0.0 0.0 0.0
C 5.804016 -0.057454 -1.618085 0.0 0.0 0.0
C 5.113082 -1.174862 -2.068696 0.0 0.0 0.0
C 3.801559 -1.376421 -1.680455 0.0 0.1 0.0
H 1.587558 -4.051285 -3.909650 0.0 0.0 0.0
H 1.058308 -2.469517 -3.340677 0.0 0.0 0.0
H -0.120172 -3.635141 -3.962447 0.0 0.0 0.0
H 1.598747 -4.072603 -1.452078 0.0 0.0 0.0
H 0.322989 -5.142366 -2.028297 0.0 0.0 0.0
H -2.066867 -3.798656 -0.041123 0.0 0.0 -0.1
H -1.496967 -5.093999 -1.058778 0.0 0.0 0.0
H -2.793800 -2.520789 -2.118346 0.0 0.1 0.0
H -3.598575 -4.081386 -1.960037 0.0 0.0 0.0
H -2.277467 -3.888848 -3.107732 0.0 0.0 0.0
H 3.386964 1.381364 0.257945 0.0 0.0 0.0
H 5.724927 1.728774 -0.433331 0.0 0.0 0.0
H 6.830914 0.097037 -1.919046 0.0 0.0 0.0
H 5.598415 -1.887086 -2.720918 0.0 0.0 0.0
H 3.254903 -2.242371 -2.021569 0.0 0.0 0.0
F -2.768082 4.248668 -4.297192 0.0 0.0 0.0
C -2.571886 4.446131 -2.999011 -0.1 -0.1 0.2
C -3.133117 3.653223 -2.079980 0.1 0.3 -0.5
N -2.936679 3.876854 -0.732135 0.0 0.1 0.2
C -3.442158 2.962383 0.251969 0.0 0.0 0.2
C -2.428522 1.922241 0.635880 -0.3 0.2 0.2
O -2.581924 1.095376 1.550754 -0.1 -0.1 0.1
O -1.275520 1.869389 0.030643 0.4 0.2 -0.2
C -2.082367 4.868768 -0.264437 0.0 -0.1 -0.1
O -1.818487 4.974896 0.910938 0.0 0.0 0.2
N -1.567255 5.688443 -1.238662 0.0 0.0 0.1
C -1.711814 5.580268 -2.621955 -0.1 -0.2 -0.2
O -1.174744 6.335878 -3.384836 0.0 0.0 0.0
H -3.773917 2.826015 -2.349015 0.0 0.0 -0.1
H -4.359837 2.479595 -0.087706 0.1 0.0 0.0
H -3.672588 3.505750 1.172904 0.0 -0.1 -0.1
H -0.962792 6.430972 -0.910802 0.0 0.0 0.0
F -1.047000 1.224651 5.836303 0.0 0.0 0.0
C -1.100735 0.937739 4.544444 -0.1 0.0 0.2
F -0.931842 2.068408 3.847858 0.0 0.1 -0.1
F -2.315202 0.469030 4.257447 0.0 0.0 0.0
C -0.007883 -0.090917 4.135422 -0.1 -0.1 0.1
O 0.213838 -0.042649 2.768521 0.1 0.4 0.0
C 1.351541 0.266959 4.809037 0.0 0.0 0.1
F 1.570088 1.579315 4.702537 0.0 0.0 0.0
F 2.348134 -0.366553 4.202801 0.0 0.0 -0.1
F 1.352064 -0.067685 6.095143 0.0 0.0 0.0
C -0.445913 -1.538706 4.502178 -0.1 0.0 0.0
F 0.585874 -2.373427 4.437062 0.1 0.0 0.0
F -1.364485 -1.958418 3.623855 0.0 0.0 0.0
F -0.965355 -1.590988 5.721818 0.0 0.0 0.0
```
Forces are in eV/Å.

=====

(5)
ORCA calculation (wB97M-V/def2-TZVPD) on a structure of composition C4H9N3.

## Properties
Charge: 0

Geometry as XYZ:
```
16
Properties=species:S:1:pos:R:3:forces:R:3
C 0.681908 -0.963963 -0.590200 -0.9 3.6 -0.8
C -1.823013 0.430968 0.643750 -0.2 -0.1 0.5
N 0.548855 -1.532132 0.667595 0.1 -0.6 0.8
C -0.443748 -0.197184 -1.212719 -3.0 -1.4 0.3
C 1.118712 0.763422 -0.538969 3.0 -2.0 0.9
N -1.501539 0.417594 -0.749656 1.6 -0.8 -1.2
N 1.368403 1.108533 0.651718 -0.2 -0.1 0.0
H 1.285242 -1.524624 -1.301727 -0.1 0.3 0.1
H 1.358440 -2.065696 0.962505 0.0 0.3 -0.1
H 0.313358 -0.862717 1.393124 0.1 0.0 -0.2
H 1.816957 2.014351 0.748322 -0.4 0.3 -0.2
H -0.395782 -0.227623 -2.299798 0.3 0.5 -0.1
H 1.452047 1.294881 -1.435336 -0.5 0.0 0.1
H -1.992310 -0.575324 1.048231 0.1 0.1 0.0
H -2.747369 0.998767 0.766288 0.1 0.0 0.1
H -1.040161 0.920748 1.246872 0.0 0.0 -0.1
```
Forces are in eV/Å.

=====

(6)
ORCA calculation (wB97M-V/def2-TZVPD) on a structure of composition C36H50AgN5O3PSSe.

## Properties
Charge: -1

Geometry as XYZ:
```
98
Properties=species:S:1:pos:R:3:forces:R:3
Ag -0.676455 0.221126 0.227419 0.1 0.1 0.0
C -0.214015 2.633149 3.667384 0.1 0.0 0.0
C -1.618886 3.121873 3.366984 -0.1 0.1 0.1
N -2.594317 2.045580 3.396469 -0.1 -0.1 -0.1
C -3.092638 1.667908 4.707513 0.0 0.0 0.1
C -4.369627 2.410027 5.084228 0.0 0.0 -0.1
C -3.050147 1.393159 2.287080 0.0 0.0 0.0
S -2.441435 1.866015 0.710563 0.0 -0.1 0.0
N -4.022156 0.538715 2.471101 0.3 0.1 0.1
C -4.352550 -0.506845 1.684202 0.0 -0.2 -0.1
O -3.599917 -1.404048 1.304694 -0.1 0.2 0.0
C -5.834124 -0.605757 1.388560 0.1 0.0 -0.1
C -6.776138 0.102231 2.128087 0.0 0.0 0.0
C -8.127328 -0.002944 1.833241 0.0 0.0 0.0
C -8.548770 -0.801155 0.779396 0.0 0.0 0.0
C -7.612743 -1.492770 0.023995 0.0 0.0 0.0
C -6.263207 -1.401977 0.330602 -0.1 0.1 0.1
H 0.487037 3.471174 3.671650 0.0 0.0 0.0
H 0.097973 1.934334 2.889841 0.0 0.0 0.0
H -0.160949 2.127811 4.635522 0.0 0.0 0.0
H -1.648643 3.591612 2.386835 0.0 0.0 0.0
H -1.930519 3.870585 4.104726 0.0 0.0 0.0
H -2.304139 1.888400 5.433362 0.0 0.0 0.0
H -3.268637 0.594478 4.718772 0.0 0.0 0.0
H -4.206175 3.489752 5.090428 0.0 0.0 0.0
H -4.712684 2.111862 6.076827 0.0 0.0 0.0
H -5.152194 2.182980 4.359720 0.0 0.0 0.0
H -6.434931 0.732738 2.938359 0.0 0.0 0.0
H -8.853276 0.544957 2.422090 0.0 0.0 0.0
H -9.603345 -0.875587 0.541582 0.0 0.0 0.0
H -7.932750 -2.098712 -0.815261 0.0 0.0 0.0
H -5.527521 -1.911096 -0.270854 0.1 0.0 0.0
N -0.528881 -2.025212 1.002432 0.0 0.0 0.0
C 0.098289 -2.885865 -0.005832 0.0 0.2 0.0
C 0.954296 -2.155406 -1.077874 0.0 -0.1 0.3
O 1.763389 -2.877174 -1.683000 0.1 0.2 0.1
O 0.732182 -0.929891 -1.284235 -0.1 -0.1 -0.1
H -0.093199 -2.107639 1.909286 0.0 0.0 0.0
H -1.526875 -2.174729 1.110207 0.0 0.0 0.0
H -0.687371 -3.401708 -0.559367 0.1 0.0 0.0
H 0.719048 -3.665625 0.437172 0.1 0.0 0.0
C 3.920928 2.922071 -1.246357 0.0 0.0 -0.1
C 2.879613 1.799973 -1.262730 0.0 0.0 0.0
C 3.500389 0.535407 -1.866512 0.0 0.0 0.0
C 1.712288 2.219341 -2.167391 0.0 0.0 0.0
P 2.082814 1.472386 0.423745 -0.1 0.0 -0.1
C 1.971347 3.198962 1.056163 0.0 0.0 0.0
C 2.932256 3.921046 1.764668 0.0 0.0 0.0
C 2.692995 5.225460 2.172217 0.0 0.0 0.0
C 1.490528 5.846912 1.860419 0.0 0.0 0.0
C 0.526383 5.147211 1.150707 0.0 0.0 0.0
C 0.761257 3.834369 0.767233 0.0 0.0 0.0
C 3.304128 0.550892 1.522038 -0.1 0.0 0.0
C 3.105360 -0.934033 1.175555 0.0 -0.1 0.0
C 4.796215 0.878344 1.445159 0.0 0.0 0.0
C 2.820830 0.734673 2.966244 0.0 0.0 0.0
H 4.336086 3.027564 -2.255036 0.0 0.0 0.0
H 4.749926 2.714447 -0.567673 0.0 0.0 0.0
H 3.485200 3.880658 -0.964316 0.0 0.0 0.0
H 3.793651 0.764364 -2.897556 0.0 0.0 0.0
H 2.790708 -0.291747 -1.902308 0.0 0.0 0.1
H 4.403616 0.221867 -1.342623 0.0 0.0 0.0
H 2.098870 2.439147 -3.168576 0.0 0.0 0.0
H 1.216368 3.120776 -1.799562 0.0 0.0 0.0
H 0.981832 1.413016 -2.246904 0.0 0.0 0.0
H 3.883370 3.470818 2.008092 0.0 0.0 0.0
H 3.451209 5.762530 2.730101 0.0 0.0 0.0
H 1.305749 6.866736 2.175763 0.0 0.0 0.0
H -0.424461 5.609844 0.915483 0.0 0.0 0.0
H -0.027890 3.276429 0.275250 0.0 0.0 0.0
H 3.402328 -1.182568 0.157493 0.0 0.0 0.0
H 2.055738 -1.214522 1.279416 0.0 0.0 0.0
H 3.697793 -1.546538 1.864247 0.0 0.0 0.0
H 5.208826 0.696221 0.455124 0.0 0.0 0.0
H 5.330369 0.227774 2.147088 0.0 0.0 0.0
H 5.023349 1.906547 1.721989 0.0 0.0 0.0
H 1.772691 0.443891 3.067314 0.0 0.0 0.0
H 2.918267 1.762721 3.316782 0.0 0.0 0.0
H 3.410808 0.089005 3.625174 0.0 0.0 0.0
C -3.508425 -3.978844 -1.385491 0.0 -0.1 0.1
N -2.402118 -3.632502 -2.245908 -0.1 0.1 -0.1
C -2.070296 -2.360244 -2.623059 0.2 -0.1 0.1
Se -2.985897 -0.833391 -2.289528 -0.1 0.1 0.0
N -0.873551 -2.459853 -3.260801 -0.2 -0.1 -0.1
C -0.429677 -3.768608 -3.290494 -0.2 -0.2 -0.2
C 0.723950 -4.356732 -3.773444 0.0 -0.1 -0.2
C 0.842184 -5.731785 -3.627541 0.1 0.1 -0.1
C -0.153082 -6.487366 -3.013338 -0.1 -0.1 0.1
C -1.305888 -5.893820 -2.514254 0.0 0.0 0.0
C -1.424298 -4.522184 -2.666194 0.2 0.0 0.0
H -3.907241 -3.064788 -0.953831 0.0 0.0 0.0
H -3.139726 -4.611901 -0.575262 0.0 0.0 0.0
H -4.285477 -4.514570 -1.934044 0.0 0.0 0.0
H -0.348640 -1.636899 -3.505915 0.1 0.0 0.1
H 1.511647 -3.765011 -4.217632 0.0 0.0 0.1
H 1.738187 -6.223349 -3.983613 0.0 0.0 0.0
H -0.020605 -7.556604 -2.908391 0.0 0.0 0.0
H -2.072820 -6.475202 -2.019800 0.0 0.0 0.0
```
Forces are in eV/Å.

=====

We obtain energy relative to the best compared isomer or geometry (same formula, charge and spin) values of 437.75 413.86 71.03 0.00 330.35 66.18 kJ/mol for the records listed above, in that order.